Below is one molecule with the formula C5H6ClN3O2, with properties calculated with the ωB97M-V functional and the def2-TZVPD basis.

```
17
C5H6ClN3O2 the ωB97M-V functional and the def2-TZVPD basis
N 0.544 2.102 -1.592
C 0.050 0.864 -1.364
Cl 0.875 -0.370 -2.332
N -1.002 0.679 -0.693
C -1.802 -0.312 -0.246
C -1.356 -1.429 0.422
C 0.045 -1.749 0.613
C 0.999 -0.925 1.094
N 0.915 0.433 1.481
O 1.821 1.258 1.313
O -0.143 0.777 2.022
H 1.553 2.149 -1.718
H -0.008 2.706 -0.882
H -2.836 -0.096 -0.405
H -2.121 -2.077 0.691
H 0.453 -2.666 0.597
H 2.014 -1.345 0.998
```

Results
Net charge ... 0
Molecular weight ... 175.6 u
Structure (SMILES) ... N/C(Cl)=N/C=C\C=C/[N+](=O)[O-]
Multiplicity ... 1
Kohn-Sham gap (spin up / spin down) ... 7.893 / 7.892 eV
Strongest force on any atom ... 0.09609 Eh/bohr
Highest occupied orbital energy (spin up / spin down) ... -8.60 / -8.60 eV
Energy above the lowest of the compared OMol25 structures with the same formula, charge and spin ... 4.581 eV
Lowest unoccupied orbital energy (spin up / spin down) ... -0.70 / -0.70 eV
Electronic energy ... -26365.197 eV

Here are the Löwdin charges for atoms 1 to 2, given in e: 0.071 -0.835

Below is a 2-piece molecular cluster, C2H9N2O overall, with properties calculated with the ωB97M-V functional and the def2-TZVPD basis.

```
14
C2H9N2O the ωB97M-V functional and the def2-TZVPD basis
C -2.261 -0.380 -0.041
N 1.156 0.527 -0.928
C -0.125 0.455 -1.034
N -0.878 -0.126 -0.116
H -2.642 -0.014 -0.939
H -2.433 -1.406 -0.076
H -2.598 0.045 0.884
H 1.433 -0.030 -0.073
H 1.833 1.291 -1.082
H -0.528 0.814 -2.023
H -0.450 -0.382 0.744
H 1.606 0.405 2.159
H 2.350 -1.023 1.908
O 1.725 -0.370 1.532
```

Results
Net charge ... +1
Molecular weight ... 77.1 u
Multiplicity ... 1
Kohn-Sham gap ... 11.529 eV
Strongest force on any atom ... 0.07654 Eh/bohr
Highest occupied orbital energy ... -14.89 eV
Energy above the lowest of the compared OMol25 structures with the same formula, charge and spin ... 1.456 eV
Lowest unoccupied orbital energy ... -3.36 eV
Electronic energy ... -7240.900 eV

Here are the Löwdin charges for atoms 1 to 2, given in e: -0.019 0.156

Below is C11H44BeN22O15S as an isolated structure, with properties calculated with the ωB97M-V functional and the def2-TZVPD basis.

```
94
C11H44BeN22O15S the ωB97M-V functional and the def2-TZVPD basis
Be -17.295 -7.189 -14.835
S -18.373 -8.354 -12.170
O -19.739 -8.840 -12.373
O -17.496 -9.033 -13.112
O -18.280 -6.930 -12.561
O -17.807 -8.521 -10.813
C -20.702 -4.880 -10.401
O -21.485 -4.040 -9.968
N -20.135 -4.848 -11.617
N -20.390 -6.016 -9.713
H -19.578 -5.586 -12.040
H -20.179 -3.943 -12.051
H -20.768 -6.256 -8.818
H -20.143 -6.759 -10.346
C -14.694 -9.188 -9.388
O -13.711 -9.445 -8.689
N -14.690 -8.650 -10.645
N -15.957 -9.456 -8.991
H -15.561 -8.395 -11.068
H -13.827 -8.466 -11.124
H -16.046 -9.894 -8.091
H -16.694 -9.169 -9.634
C -14.560 -11.484 -14.208
O -13.405 -11.907 -14.291
N -15.598 -12.228 -14.642
N -14.792 -10.274 -13.634
H -15.349 -13.198 -14.748
H -16.555 -12.016 -14.409
H -13.959 -9.851 -13.272
H -15.745 -10.033 -13.413
C -18.584 -3.890 -14.294
O -18.332 -5.029 -14.705
N -19.282 -3.076 -15.123
N -18.032 -3.353 -13.191
H -19.268 -3.330 -16.094
H -19.566 -2.146 -14.865
H -17.748 -3.918 -12.408
H -18.245 -2.372 -13.106
C -16.761 -13.215 -10.955
O -17.810 -13.418 -10.365
N -16.028 -12.074 -10.821
N -16.121 -14.152 -11.734
H -15.110 -11.882 -11.177
H -16.668 -11.314 -10.644
H -15.175 -14.020 -12.033
H -16.697 -14.946 -11.958
C -23.162 -8.926 -11.190
O -23.411 -9.040 -12.394
N -24.035 -8.524 -10.213
N -21.893 -8.992 -10.749
H -23.675 -8.446 -9.281
H -25.015 -8.670 -10.379
H -21.163 -9.168 -11.435
H -21.660 -8.993 -9.772
C -21.125 -12.347 -12.478
O -21.392 -13.534 -12.348
N -19.987 -11.739 -12.026
N -21.822 -11.521 -13.298
H -19.397 -12.259 -11.392
H -19.838 -10.764 -12.268
H -22.552 -11.959 -13.833
H -21.606 -10.561 -13.475
C -17.920 -10.341 -15.946
O -17.222 -9.323 -16.149
N -18.709 -10.551 -14.851
N -18.166 -11.233 -16.917
H -18.670 -10.066 -13.968
H -19.186 -11.427 -14.954
H -17.555 -11.092 -17.710
H -18.529 -12.143 -16.704
C -20.806 -7.538 -15.443
O -19.583 -7.376 -15.397
N -21.593 -7.536 -16.580
N -21.521 -8.001 -14.402
H -21.186 -7.714 -17.480
H -22.557 -7.677 -16.349
H -22.355 -8.555 -14.455
H -20.945 -8.093 -13.573
C -19.650 -10.103 -8.122
O -20.235 -10.303 -7.070
N -19.051 -11.052 -8.888
N -19.468 -8.864 -8.666
H -18.869 -10.801 -9.841
H -18.846 -11.968 -8.531
H -18.838 -8.702 -9.454
H -19.741 -8.162 -7.998
C -15.299 -5.292 -11.942
O -15.461 -6.019 -12.947
N -16.181 -5.515 -10.928
N -14.209 -4.570 -11.715
H -16.304 -4.786 -10.241
H -16.898 -6.210 -11.046
H -13.568 -4.402 -12.470
H -14.200 -4.027 -10.869
```

Results
Net charge ... 0
Molecular weight ... 765.7 u
Multiplicity ... 1
Kohn-Sham gap ... 5.782 eV
Strongest force on any atom ... 0.08204 Eh/bohr
Highest occupied orbital energy ... -9.18 eV
Energy above the lowest of the compared OMol25 structures with the same formula, charge and spin ... 3.111 eV
Lowest unoccupied orbital energy ... -3.40 eV
Electronic energy ... -86862.332 eV

Here are the Löwdin charges for atoms 1 to 2, given in e: 1.119 0.306

Below is a 2-piece molecular cluster, C17H30N4P overall, with properties calculated with the ωB97M-V functional and the def2-TZVPD basis.

```
52
C17H30N4P the ωB97M-V functional and the def2-TZVPD basis
C 1.229 -0.909 2.490
C 1.153 -1.147 0.945
C 2.188 -0.329 0.060
C 0.270 -1.954 0.293
C -0.820 -2.869 0.944
C -1.814 -2.132 1.919
C -3.005 -1.351 1.209
C -2.836 -1.140 -0.344
C -3.154 0.042 1.986
C -2.022 1.080 1.609
C -2.541 2.136 0.589
N -3.786 2.134 -0.066
C -3.827 3.219 -0.908
N -2.675 3.944 -0.814
C -1.826 3.303 0.138
P -0.119 3.927 0.649
N 0.974 2.990 -0.027
H 0.335 -0.271 2.768
H 2.121 -0.251 2.704
H 1.260 -1.839 3.109
H 1.707 0.010 -0.900
H 2.992 -1.072 -0.214
H 2.604 0.543 0.631
H 0.349 -1.995 -0.830
H -0.329 -3.715 1.515
H -1.419 -3.381 0.137
H -1.325 -1.437 2.646
H -2.298 -2.940 2.549
H -3.989 -1.880 1.380
H -1.892 -0.565 -0.554
H -2.782 -2.082 -0.940
H -3.687 -0.478 -0.694
H -3.014 -0.214 3.076
H -4.204 0.426 1.884
H -1.064 0.621 1.250
H -1.773 1.649 2.555
H -4.520 1.436 0.075
H -4.688 3.448 -1.574
H -2.477 4.787 -1.355
H -0.040 3.936 2.071
H 0.039 5.285 0.204
H 1.575 3.548 -0.640
N 4.001 -0.767 -3.212
C 5.287 -0.399 -3.505
C 6.094 -1.490 -3.311
C 5.264 -2.560 -2.890
C 3.979 -2.086 -2.840
H 3.199 -0.164 -3.262
H 5.516 0.605 -3.824
H 7.162 -1.518 -3.457
H 5.574 -3.565 -2.651
H 3.053 -2.569 -2.573
```

Results
Net charge ... +1
Molecular weight ... 321.4 u
Multiplicity ... 1
Kohn-Sham gap ... 6.236 eV
Strongest force on any atom ... 0.05664 Eh/bohr
Highest occupied orbital energy ... -9.68 eV
Lowest unoccupied orbital energy ... -3.45 eV
Electronic energy ... -33355.422 eV

Here are the Löwdin charges for atoms 1 to 2, given in e: -0.058 -0.308

Below is C26H33N4O3Rh as an isolated structure, with properties calculated with the ωB97M-V functional and the def2-TZVPD basis.

```
67
C26H33N4O3Rh the ωB97M-V functional and the def2-TZVPD basis
Rh 0.378 -0.417 -0.322
C -2.169 -2.359 2.386
C -0.852 -2.841 1.780
C -1.001 -3.155 0.295
N -1.105 -1.914 -0.460
C -2.021 -1.762 -1.419
C -2.750 -2.836 -1.953
C -3.842 -2.881 -2.822
C -4.598 -1.866 -3.357
C -4.364 -0.498 -3.187
C -3.305 0.136 -2.594
C -2.128 -0.374 -1.961
N -1.095 0.376 -1.719
C -0.923 1.732 -2.202
C -1.286 2.783 -1.139
C -0.955 2.321 0.276
N 0.427 1.829 0.336
C 0.941 1.311 1.413
C 2.390 1.137 1.401
C 3.251 1.177 2.459
C 2.981 1.497 3.801
C 1.740 1.760 4.414
C 0.481 1.571 3.925
C 0.110 1.005 2.634
N -0.919 0.297 2.383
C -1.927 -0.022 3.373
C -1.990 -1.524 3.656
H -2.798 -3.229 2.591
H -2.698 -1.756 1.640
H -0.499 -3.730 2.313
H -0.097 -2.061 1.896
H -1.889 -3.779 0.169
H -0.147 -3.740 -0.062
H -2.389 -3.812 -1.662
H -4.158 -3.886 -3.082
H -5.457 -2.145 -3.955
H -5.113 0.160 -3.615
H -3.341 1.218 -2.617
H -1.480 1.918 -3.124
H 0.137 1.832 -2.436
H -2.355 3.012 -1.168
H -0.742 3.699 -1.375
H -1.666 1.553 0.578
H -1.062 3.150 0.982
H 2.812 1.044 0.407
H 4.298 1.039 2.214
H 3.852 1.600 4.437
H 1.788 2.116 5.437
H -0.329 1.789 4.608
H -2.885 0.272 2.933
H -1.820 0.517 4.318
H -2.825 -1.679 4.342
H -1.082 -1.836 4.182
C 2.596 -3.480 -1.041
C 3.075 -2.253 -0.270
C 4.389 -2.509 0.439
O 2.074 -1.875 0.705
C 3.183 -1.090 -1.276
O 4.261 -0.883 -1.804
O 2.088 -0.453 -1.535
H 2.458 -4.332 -0.367
H 3.334 -3.754 -1.794
H 1.650 -3.264 -1.539
H 4.286 -3.349 1.132
H 4.693 -1.626 1.000
H 5.165 -2.737 -0.288
H 1.826 -2.660 1.206
```

Results
Net charge ... 0
Molecular weight ... 552.5 u
Multiplicity ... 5
Kohn-Sham gap (spin up / spin down) ... 7.156 / 5.305 eV
Strongest force on any atom ... 0.00877 Eh/bohr
Highest occupied orbital energy (spin up / spin down) ... -6.90 / -7.11 eV
Energy above the lowest of the compared OMol25 structures with the same formula, charge and spin ... 0.490 eV
Lowest unoccupied orbital energy (spin up / spin down) ... 0.26 / -1.81 eV
Electronic energy ... -42604.571 eV

Here are the Löwdin charges for atoms 1 to 2, given in e: 1.207 -0.201

Below is C16H13CoF5O3S as an isolated structure, with properties calculated with the ωB97M-V functional and the def2-TZVPD basis.

```
39
C16H13CoF5O3S the ωB97M-V functional and the def2-TZVPD basis
Co -0.207 0.212 -0.353
C 2.490 -1.150 0.511
C 2.310 -1.205 1.879
C 1.829 -0.089 2.568
C 1.541 1.079 1.888
C 1.748 1.154 0.503
C 2.209 0.028 -0.189
H 2.859 -2.014 -0.025
H 2.543 -2.114 2.418
H 1.697 -0.134 3.642
H 1.189 1.951 2.423
H 1.623 2.098 -0.011
H 2.429 0.093 -1.246
C -2.527 -2.390 1.875
C -1.968 -1.792 0.605
C -1.908 -2.782 -0.544
O -0.581 -1.361 0.844
C -2.776 -0.559 0.154
O -3.985 -0.593 0.180
O -2.054 0.434 -0.275
H -1.962 -3.279 2.160
H -3.567 -2.661 1.711
H -2.508 -1.664 2.692
H -1.353 -3.673 -0.247
H -1.422 -2.335 -1.413
H -2.922 -3.065 -0.825
H -0.448 -1.211 1.789
F -5.501 0.950 -4.278
C -4.240 0.989 -3.852
C -3.762 2.105 -3.191
F -4.571 3.142 -2.971
C -2.451 2.134 -2.755
F -2.036 3.214 -2.093
C -1.585 1.067 -2.961
S 0.062 1.087 -2.337
C -2.094 -0.039 -3.627
F -1.327 -1.117 -3.834
C -3.403 -0.089 -4.070
F -3.863 -1.172 -4.703
```

Results
Net charge ... 0
Molecular weight ... 439.3 u
Multiplicity ... 2
Kohn-Sham gap (spin up / spin down) ... 7.797 / 8.153 eV
Strongest force on any atom ... 0.00216 Eh/bohr
Highest occupied orbital energy (spin up / spin down) ... -8.74 / -8.47 eV
Energy above the lowest of the compared OMol25 structures with the same formula, charge and spin ... 0.037 eV
Lowest unoccupied orbital energy (spin up / spin down) ... -0.95 / -0.32 eV
Electronic energy ... -84994.593 eV

Here are the Löwdin charges for atoms 1 to 2, given in e: 0.418 -0.064

- Which value of electronic energy does entry 3 give?
  -86862.332 eV

- multiplicity of number 5 (C26H33N4O3Rh)?
  5

Please write out number 5 again, unchanged.
Below is C26H33N4O3Rh as an isolated structure, with properties calculated with the ωB97M-V functional and the def2-TZVPD basis.

```
67
C26H33N4O3Rh the ωB97M-V functional and the def2-TZVPD basis
Rh 0.378 -0.417 -0.322
C -2.169 -2.359 2.386
C -0.852 -2.841 1.780
C -1.001 -3.155 0.295
N -1.105 -1.914 -0.460
C -2.021 -1.762 -1.419
C -2.750 -2.836 -1.953
C -3.842 -2.881 -2.822
C -4.598 -1.866 -3.357
C -4.364 -0.498 -3.187
C -3.305 0.136 -2.594
C -2.128 -0.374 -1.961
N -1.095 0.376 -1.719
C -0.923 1.732 -2.202
C -1.286 2.783 -1.139
C -0.955 2.321 0.276
N 0.427 1.829 0.336
C 0.941 1.311 1.413
C 2.390 1.137 1.401
C 3.251 1.177 2.459
C 2.981 1.497 3.801
C 1.740 1.760 4.414
C 0.481 1.571 3.925
C 0.110 1.005 2.634
N -0.919 0.297 2.383
C -1.927 -0.022 3.373
C -1.990 -1.524 3.656
H -2.798 -3.229 2.591
H -2.698 -1.756 1.640
H -0.499 -3.730 2.313
H -0.097 -2.061 1.896
H -1.889 -3.779 0.169
H -0.147 -3.740 -0.062
H -2.389 -3.812 -1.662
H -4.158 -3.886 -3.082
H -5.457 -2.145 -3.955
H -5.113 0.160 -3.615
H -3.341 1.218 -2.617
H -1.480 1.918 -3.124
H 0.137 1.832 -2.436
H -2.355 3.012 -1.168
H -0.742 3.699 -1.375
H -1.666 1.553 0.578
H -1.062 3.150 0.982
H 2.812 1.044 0.407
H 4.298 1.039 2.214
H 3.852 1.600 4.437
H 1.788 2.116 5.437
H -0.329 1.789 4.608
H -2.885 0.272 2.933
H -1.820 0.517 4.318
H -2.825 -1.679 4.342
H -1.082 -1.836 4.182
C 2.596 -3.480 -1.041
C 3.075 -2.253 -0.270
C 4.389 -2.509 0.439
O 2.074 -1.875 0.705
C 3.183 -1.090 -1.276
O 4.261 -0.883 -1.804
O 2.088 -0.453 -1.535
H 2.458 -4.332 -0.367
H 3.334 -3.754 -1.794
H 1.650 -3.264 -1.539
H 4.286 -3.349 1.132
H 4.693 -1.626 1.000
H 5.165 -2.737 -0.288
H 1.826 -2.660 1.206
```

Results
Net charge ... 0
Molecular weight ... 552.5 u
Multiplicity ... 5
Kohn-Sham gap (spin up / spin down) ... 7.156 / 5.305 eV
Strongest force on any atom ... 0.00877 Eh/bohr
Highest occupied orbital energy (spin up / spin down) ... -6.90 / -7.11 eV
Energy above the lowest of the compared OMol25 structures with the same formula, charge and spin ... 0.490 eV
Lowest unoccupied orbital energy (spin up / spin down) ... 0.26 / -1.81 eV
Electronic energy ... -42604.571 eV

Here are the Löwdin charges for atoms 1 to 2, given in e: 1.207 -0.201

What did the first record say?
Below is one molecule with the formula C5H6ClN3O2, with properties calculated with the ωB97M-V functional and the def2-TZVPD basis.

```
17
C5H6ClN3O2 the ωB97M-V functional and the def2-TZVPD basis
N 0.544 2.102 -1.592
C 0.050 0.864 -1.364
Cl 0.875 -0.370 -2.332
N -1.002 0.679 -0.693
C -1.802 -0.312 -0.246
C -1.356 -1.429 0.422
C 0.045 -1.749 0.613
C 0.999 -0.925 1.094
N 0.915 0.433 1.481
O 1.821 1.258 1.313
O -0.143 0.777 2.022
H 1.553 2.149 -1.718
H -0.008 2.706 -0.882
H -2.836 -0.096 -0.405
H -2.121 -2.077 0.691
H 0.453 -2.666 0.597
H 2.014 -1.345 0.998
```

Results
Net charge ... 0
Molecular weight ... 175.6 u
Structure (SMILES) ... N/C(Cl)=N/C=C\C=C/[N+](=O)[O-]
Multiplicity ... 1
Kohn-Sham gap (spin up / spin down) ... 7.893 / 7.892 eV
Strongest force on any atom ... 0.09609 Eh/bohr
Highest occupied orbital energy (spin up / spin down) ... -8.60 / -8.60 eV
Energy above the lowest of the compared OMol25 structures with the same formula, charge and spin ... 4.581 eV
Lowest unoccupied orbital energy (spin up / spin down) ... -0.70 / -0.70 eV
Electronic energy ... -26365.197 eV

Here are the Löwdin charges for atoms 1 to 2, given in e: 0.071 -0.835